[1]
DFT (the ωB97M-V functional and the def2-TZVPD basis) results for 8 unconnected molecules or ions with the total composition C16H40O8.

Structure (ORCA input):
```
! RIJCOSX wB97M-V def2-TZVPD def2/J DEFGRID3
* xyz 0 1
C -2.6013 0.4533 2.2568
C -2.4906 -1.0312 2.5472
C -3.7425 -1.8621 2.2699
O -1.5245 -1.5360 3.0531
H -3.2750 0.8305 3.0322
H -3.0766 0.6711 1.3014
H -1.6350 0.9441 2.3178
H -4.4401 -1.3269 1.6280
H -4.1274 -2.1201 3.2573
H -3.5538 -2.8112 1.7658
C 2.9848 -3.1994 -2.7446
C 2.7160 -1.7966 -3.2411
C 2.4877 -1.6679 -4.7430
O 2.7143 -0.8097 -2.5388
H 3.2770 -3.2324 -1.7003
H 3.7297 -3.7143 -3.3475
H 1.9996 -3.6387 -2.9465
H 3.4413 -1.5511 -5.2508
H 1.7389 -0.9121 -4.9678
H 2.0304 -2.5990 -5.0962
C 2.0135 4.3611 4.0899
C 0.7170 4.3926 3.3070
C 0.2656 3.0307 2.7977
O 0.0266 5.3729 3.2325
H 2.7527 4.0071 3.3591
H 2.0521 3.6169 4.8874
H 2.3428 5.3114 4.4990
H -0.1263 2.5829 3.7170
H 1.0733 2.3862 2.4509
H -0.5008 3.0859 2.0296
C -1.1422 -3.2657 -1.8283
C -0.8240 -4.1654 -0.6451
C -0.0501 -3.4923 0.4706
O -1.2166 -5.2982 -0.5544
H -2.0465 -2.6913 -1.6363
H -1.3675 -3.9302 -2.6684
H -0.2918 -2.6669 -2.1350
H 0.6091 -4.1259 1.0599
H -0.7809 -3.0669 1.1699
H 0.5007 -2.5992 0.1665
C -2.2032 4.1478 -2.0650
O -1.4880 3.2907 -1.1958
H -2.0543 5.1922 -1.7977
H -1.8215 4.0378 -3.0863
H -3.2629 3.8894 -2.0247
H -1.8499 2.4062 -1.2024
C -1.1369 1.2535 -4.0007
O -1.8448 0.9448 -2.8258
H -0.7525 0.3729 -4.5245
H -1.7412 1.9053 -4.6242
H -0.2278 1.8282 -3.7662
H -1.2650 0.5256 -2.1774
C 0.7489 0.5417 -0.2760
O 0.2088 -0.4122 -1.1518
H 1.5616 0.1608 0.3474
H 1.1511 1.4526 -0.7360
H -0.0424 0.9392 0.3620
H 0.8701 -0.7470 -1.7719
C 2.1380 -0.6251 3.4080
O 3.2899 -1.0288 4.1133
H 1.6527 -1.5289 3.0468
H 1.4286 -0.0668 4.0217
H 2.3871 -0.0138 2.5355
H 3.5942 -0.4020 4.7694
*
```

The energy above the lowest of the compared OMol25 structures with the same formula, charge and spin comes out at 17.7 kcal/mol. As for the total energy: -1235.45030 Eh. The HOMO-LUMO gap comes out at 9.99 eV. As for the SMILES: CC(C)=O.CC(C)=O.CC(C)=O.CC(C)=O.CO.CO.CO.CO. As for the HOMO energy: -9.6 eV.

=====

[2]
DFT (the ωB97M-V functional and the def2-TZVPD basis) results for 4 unconnected molecules or ions with the total composition C16H40O8.

Structure (ORCA input):
```
! RIJCOSX wB97M-V def2-TZVPD def2/J DEFGRID3
* xyz 0 1
C 0.6696 -4.0421 -0.7193
O 1.2845 -4.3873 0.5182
C 0.4166 -4.7218 1.5759
C -0.4169 -3.6097 2.1539
O -1.5261 -3.2949 1.3232
C -2.3780 -2.3826 1.9573
H -0.2240 -3.4454 -0.5542
H 0.3077 -4.9312 -1.2545
H 1.4399 -3.5036 -1.2552
H 1.0849 -5.0547 2.3798
H -0.2188 -5.5980 1.3742
H 0.1636 -2.7008 2.3568
H -0.8185 -3.9641 3.1207
H -1.8481 -1.4526 2.2087
H -2.7982 -2.8104 2.8789
H -3.1881 -2.1361 1.2736
C -0.6918 0.5697 -0.2136
O 0.1090 -0.4251 0.3689
C 1.4341 -0.0320 0.6449
C 2.4250 -0.5046 -0.3687
O 1.9904 -0.0827 -1.6517
C 2.3327 -0.9407 -2.7111
H -1.7386 0.2898 -0.0516
H -0.5936 0.6585 -1.3044
H -0.5063 1.5563 0.2215
H 1.6785 -0.4526 1.6274
H 1.5179 1.0575 0.7507
H 2.5462 -1.5937 -0.3097
H 3.4174 -0.0599 -0.2111
H 2.0457 -1.9723 -2.5022
H 3.4116 -0.9186 -2.9229
H 1.8117 -0.5737 -3.5937
C 1.3316 4.0276 2.2735
O 1.9765 3.8561 1.0369
C 3.2229 3.2177 1.0847
C 4.3714 4.0798 1.5009
O 4.1659 4.6004 2.7829
C 5.1643 5.5292 3.1524
H 0.4067 3.4307 2.3152
H 1.0703 5.0746 2.4200
H 1.9384 3.6864 3.1178
H 3.4192 2.7847 0.0998
H 3.1614 2.3251 1.7364
H 4.5371 4.8862 0.7673
H 5.2856 3.4589 1.4478
H 5.1181 6.4363 2.5346
H 6.1767 5.1168 3.0551
H 4.9923 5.7993 4.1918
C -5.5942 1.8526 -2.5085
O -6.1240 0.5627 -2.5381
C -5.3102 -0.3759 -3.2332
C -4.1835 -0.8688 -2.3746
O -3.5235 -1.9180 -3.0285
C -2.5373 -2.4923 -2.2081
H -4.6363 1.9012 -1.9801
H -6.3106 2.5006 -2.0025
H -5.4678 2.2713 -3.5185
H -4.9488 0.0535 -4.1790
H -5.9742 -1.1917 -3.5185
H -4.6243 -1.2016 -1.4166
H -3.4876 -0.0591 -2.1104
H -2.9962 -3.0839 -1.4119
H -1.8932 -1.7119 -1.7746
H -1.8669 -3.0887 -2.8249
*
```

The energy above the lowest of the compared OMol25 structures with the same formula, charge and spin comes out at 83.2 kcal/mol. As for the total energy: -1235.34587 Eh. The HOMO-LUMO gap comes out at 10.38 eV. As for the SMILES: COCCOC.COCCOC.COCCOC.COCCOC. As for the HOMO energy: -9.6 eV.

=====

[3]
DFT (the ωB97M-V functional and the def2-TZVPD basis) results for a molecular structure, C16H41Br2N3O11V3.

Structure (ORCA input):
```
! RIJCOSX wB97M-V def2-TZVPD def2/J DEFGRID3
* xyz 1 1
O -3.4623 -0.7981 -4.5569
V -2.8528 -1.7553 -3.5548
O -3.8799 -2.1499 -2.3852
O 0.9070 4.2004 1.6566
V 0.4762 3.2747 0.4300
O 0.5035 4.2470 -0.8912
O 1.4836 0.8243 -2.8736
V -0.0923 0.8989 -3.0720
O -0.4206 0.6975 -4.6095
O -1.2625 -0.8564 -2.3697
C -0.9316 -1.0026 -1.0031
C -0.8925 0.2822 -0.1183
O -0.1134 1.3346 -0.5892
H 0.0731 -1.4500 -1.0027
H -1.4645 -1.7890 -0.4582
H -0.5676 -0.0581 0.8727
H -1.9335 0.6134 0.0166
Br -6.8166 -2.0441 2.0405
C -5.8205 -1.7137 0.3733
C -4.8225 -0.5732 0.4370
Br -5.7829 1.0294 1.0190
H -6.5841 -1.6484 -0.3958
H -5.2977 -2.6457 0.1524
H -4.3634 -0.5058 -0.5526
H -3.9492 -0.7145 1.0715
C 3.0627 -0.0076 0.7417
C 2.9284 1.4342 1.2236
C 4.1499 2.1445 1.8050
O 5.1999 1.9890 0.8848
C 6.4078 2.6526 1.1503
N 2.5018 2.3301 0.1105
H 3.8176 -0.6442 1.2029
H 3.3493 -0.0312 -0.3175
H 2.1257 -0.5684 0.7053
H 2.1837 1.3727 2.0244
H 4.3860 1.9137 2.8508
H 3.9107 3.2095 1.9320
H 6.2589 3.7231 1.3522
H 7.0371 2.7145 0.2644
H 6.9428 2.2546 2.0132
H 2.2345 1.6697 -0.6263
H 3.3999 2.6288 -0.2791
C -0.5909 -4.7766 -1.5509
C 0.7706 -4.4955 -2.2115
C 1.8188 -4.2277 -1.1766
O 3.0492 -3.8359 -1.8010
C 4.2263 -4.0829 -1.0420
N 1.0414 -5.5854 -3.1364
H -1.3404 -4.8901 -2.3376
H -0.9030 -4.0133 -0.8388
H -0.5669 -5.7592 -1.0747
H 0.6664 -3.5776 -2.8031
H 1.9872 -5.0568 -0.4819
H 1.5655 -3.3323 -0.5933
H 4.8751 -3.2812 -1.3995
H 4.6529 -5.0774 -1.1553
H 4.0402 -3.8055 0.0017
H 1.2127 -6.4090 -2.5681
H 1.8475 -5.3845 -3.7136
C -4.0492 4.1508 1.0902
C -2.6201 3.8477 1.4593
C -2.4652 2.5278 2.1599
O -1.0898 2.3687 2.4282
C -0.7999 1.4460 3.4704
N -1.7531 3.8185 0.2750
H -4.7229 4.1962 1.9440
H -4.4503 3.4461 0.3583
H -4.0804 5.1018 0.5498
H -2.3074 4.6498 2.1332
H -2.8523 1.7216 1.5302
H -2.9891 2.6800 3.1091
H 0.2650 1.2493 3.5993
H -1.2281 0.4634 3.2584
H -1.1253 1.8125 4.4443
H -2.0568 4.6005 -0.3029
H -2.0578 3.0269 -0.2990
*
```

As for the total energy: -9605.86550 Eh. The HOMO-LUMO gap comes out at 5.87 eV. As for the HOMO energy: -11.8 eV.

=====

[4]
DFT (the ωB97M-V functional and the def2-TZVPD basis) results for a molecular structure, C16H41FGaN8O6P2.

Structure (ORCA input):
```
! RIJCOSX wB97M-V def2-TZVPD def2/J DEFGRID3
* xyz -1 1
N 1.4713 -6.1235 9.7625
C 1.7950 -5.0780 9.0301
O 2.4646 -4.2058 8.0086
Ga 1.4890 -4.4728 6.3975
C 1.4772 -2.8581 5.1060
O 2.6525 -1.9768 5.1914
N 3.7811 -2.6079 4.7959
O 4.6713 -2.0317 5.4422
C 2.0413 -6.1844 5.3683
C 3.6718 -6.4487 5.4921
O 4.3973 -6.3628 4.3448
F 4.2419 -6.8089 6.8184
H -0.0607 -4.7009 6.8444
H 1.2737 -3.2842 4.0123
H 0.5078 -2.2179 5.3803
H 1.4567 -7.1253 5.7654
H 1.7744 -6.0263 4.2390
O -1.1486 -0.6544 2.7318
P -0.1468 0.5137 2.5608
N -1.3938 1.6592 2.5721
C -1.8503 2.5176 1.5026
C -2.1691 1.8215 3.7962
N 0.2328 0.0859 0.9310
C 0.1010 0.9443 -0.2361
C -0.0162 -1.2997 0.5158
N 1.0049 1.8565 2.3643
C 2.3908 1.3372 2.4352
C 0.9520 2.9610 3.3369
H -1.0283 3.0283 1.0030
H -2.4949 3.3295 1.8616
H -2.4298 1.9514 0.7686
H -1.6463 2.4827 4.4935
H -2.3270 0.8658 4.3038
H -3.1652 2.2416 3.6163
H -0.9338 1.0025 -0.5834
H 0.7018 0.5609 -1.0707
H 0.4831 1.9539 -0.0696
H -1.0825 -1.4720 0.3215
H 0.3253 -2.0043 1.2809
H 0.5389 -1.5557 -0.3935
H 2.6051 0.9246 3.4291
H 3.1176 2.1264 2.2148
H 2.5707 0.5452 1.7032
H 0.9811 2.5896 4.3664
H 0.0615 3.5819 3.2111
H 1.7917 3.6526 3.1935
O -1.1712 1.5463 -3.1224
P -0.8849 1.0776 -4.5700
N -0.5645 2.6605 -5.0791
C -1.3113 3.4894 -5.9981
C 0.5967 3.3423 -4.5200
N -2.5393 0.6918 -4.8823
C -3.3590 1.2286 -5.9576
C -3.4061 0.4291 -3.7275
N -0.5557 0.5389 -6.2343
C -0.5820 -0.9414 -6.2920
C 0.7246 0.9305 -6.8476
H -1.5637 2.9632 -6.9176
H -0.7401 4.3634 -6.3347
H -2.2242 3.8663 -5.5296
H 1.5035 3.0564 -5.0611
H 0.7467 3.0869 -3.4673
H 0.5098 4.4340 -4.5615
H -3.7263 2.2320 -5.7268
H -4.2376 0.5940 -6.1308
H -2.8438 1.2455 -6.9205
H -3.7080 1.3624 -3.2353
H -2.9012 -0.2118 -2.9976
H -4.3151 -0.1093 -4.0179
H 0.2281 -1.3722 -5.6902
H -0.4844 -1.2961 -7.3237
H -1.5244 -1.3505 -5.9178
H 1.5713 0.6833 -6.1990
H 0.7617 1.9965 -7.0849
H 0.8686 0.4289 -7.8128
*
```

As for the total energy: -4230.68104 Eh. The HOMO-LUMO gap comes out at 5.95 eV. As for the HOMO energy: -5.9 eV.

=====

[5]
DFT (the ωB97M-V functional and the def2-TZVPD basis) results for 8 unconnected molecules or ions with the total composition C16H41O9S2.

Structure (ORCA input):
```
! RIJCOSX wB97M-V def2-TZVPD def2/J DEFGRID3
* xyz 1 1
O -0.2627 4.1882 -1.6947
S 0.8591 3.4100 -2.1372
O 1.0921 3.1129 -3.5118
C 0.7363 1.8490 -1.2612
S 0.0176 2.1378 0.3717
C 0.9417 1.0977 1.5170
C 1.9809 1.8647 2.3696
C 2.7294 2.8911 1.5498
C 2.4332 4.2529 1.6424
C 3.0870 5.1731 0.8276
C 4.0482 4.7422 -0.0718
C 4.3558 3.3881 -0.1627
C 3.6955 2.4654 0.6439
H 2.0034 3.9114 -1.6045
H 1.7148 1.3733 -1.1887
H 0.0223 1.2320 -1.8107
H 0.3678 3.4199 0.5906
H 1.4651 0.3537 0.9123
H 0.1922 0.6108 2.1437
H 1.5469 2.2899 3.2740
H 2.6995 1.1045 2.6885
H 1.6871 4.5780 2.3630
H 2.8403 6.2249 0.9031
H 4.5565 5.4751 -0.6862
H 5.1030 3.0336 -0.8640
H 3.9395 1.4095 0.5595
C -3.1809 0.8723 2.8907
O -2.3865 -0.2984 2.6398
H -2.5035 1.6943 3.1179
H -3.7686 1.1255 2.0056
H -3.8493 0.7053 3.7315
H -3.0031 -1.0168 2.4532
C -1.7544 -2.6428 0.0383
O -1.3279 -1.2912 -0.1279
H -1.3465 -3.2152 -0.7907
H -1.3812 -3.0634 0.9753
H -2.8436 -2.7204 0.0166
H -1.6931 -0.7853 0.6108
C 2.1876 -1.9659 -0.6034
O 2.9021 -1.5139 0.5613
H 1.3541 -1.2809 -0.7591
H 2.8205 -1.9749 -1.4880
H 1.7828 -2.9657 -0.4335
H 3.6291 -2.1235 0.7138
C 2.0632 -2.5470 -4.5583
O 3.0344 -2.2690 -3.5413
H 1.1336 -2.7975 -4.0512
H 1.8996 -1.6718 -5.1912
H 2.3747 -3.3831 -5.1809
H 3.8594 -2.0498 -3.9837
C -4.3363 -2.8218 4.5709
O -5.0048 -3.1600 3.3567
H -3.9073 -1.8338 4.4266
H -5.0333 -2.7767 5.4101
H -3.5360 -3.5287 4.8018
H -5.3971 -4.0316 3.4581
C 1.8828 -4.2686 -8.4067
O 2.8918 -3.9989 -7.4363
H 0.9734 -4.5130 -7.8632
H 1.6923 -3.3979 -9.0384
H 2.1529 -5.1178 -9.0377
H 3.7025 -3.7852 -7.9063
C -6.7310 1.1519 4.6301
O -5.9162 0.0090 4.3774
H -6.0651 1.9744 4.8821
H -7.3157 1.4282 3.7497
H -7.4083 0.9808 5.4690
H -6.4997 -0.7210 4.1476
*
```

As for the total energy: -2107.35523 Eh. The HOMO-LUMO gap comes out at 9.60 eV. As for the HOMO energy: -12.1 eV.

=====

[6]
DFT (the ωB97M-V functional and the def2-TZVPD basis) results for a molecular structure, C16H42As2F15N3O5.

Structure (ORCA input):
```
! RIJCOSX wB97M-V def2-TZVPD def2/J DEFGRID3
* xyz 0 1
C 1.0262 1.8888 8.6362
C 2.5656 1.8957 8.4492
C 3.3463 1.3736 9.6054
O 4.7170 1.1601 9.3423
C 5.4820 0.8404 10.5205
N 2.8586 1.0148 7.2503
H 2.2835 1.1172 6.4263
H 3.8349 1.1790 7.0501
H 2.9235 0.0138 7.3679
H 0.3988 1.7875 7.7506
H 0.8175 2.7894 9.2135
H 0.6550 1.0449 9.2178
H 2.7714 2.8929 8.0603
H 2.9756 0.4552 10.0606
H 3.2626 2.1375 10.3784
H 6.4979 0.8617 10.1262
H 5.2253 -0.1880 10.7748
H 5.3329 1.5428 11.3405
C -2.6963 4.7983 -6.5184
C -3.0630 3.7785 -7.5633
C -3.4863 4.5904 -8.8120
O -3.6762 3.7384 -9.9094
C -4.1275 4.3027 -11.1232
N -1.8543 2.9436 -7.8582
H -2.1262 2.3042 -8.5912
H -1.1181 3.4553 -8.3233
H -1.5940 2.5587 -6.9614
H -2.0800 5.6384 -6.8383
H -2.4207 4.3984 -5.5425
H -3.6018 5.3331 -6.2315
H -3.8255 3.0706 -7.2384
H -2.8137 5.4112 -9.0607
H -4.4188 5.1190 -8.6139
H -4.0173 5.3812 -11.2369
H -5.1955 4.0888 -11.0811
H -3.5498 3.8668 -11.9383
C 5.2118 -4.4893 -0.9590
C 5.4772 -3.4418 0.1550
C 6.3221 -3.7787 1.3637
O 5.9326 -3.0531 2.5754
C 6.6965 -3.3887 3.7999
N 6.1240 -2.2702 -0.5500
H 5.4098 -1.8164 -1.1013
H 6.6874 -1.5637 -0.0988
H 6.6711 -2.5899 -1.3365
H 4.5298 -5.1470 -0.4201
H 6.0526 -5.0682 -1.3412
H 4.5606 -4.2473 -1.7989
H 4.5970 -2.9745 0.5964
H 7.3849 -3.7289 1.1272
H 6.0373 -4.7827 1.6782
H 6.3252 -2.7561 4.6061
H 7.7603 -3.1528 3.8258
H 6.6406 -4.4165 4.1586
As -0.2570 0.6065 -0.5028
F 1.3370 0.9930 -1.3600
F 0.7386 0.4735 1.0012
F -1.7744 0.4527 0.4317
F -1.1624 0.8173 -2.0646
F -0.1591 -1.1741 -0.7726
F -0.3770 2.3828 -0.2951
As 4.9493 1.6781 -8.2862
F 3.9193 2.9924 -7.5454
F 6.3497 2.2603 -7.2180
F 5.9608 0.3000 -8.9738
F 3.5696 0.9482 -9.1568
F 5.3918 2.7695 -9.5657
F 4.5242 0.5908 -6.9056
C -9.2934 -4.9456 2.2103
O -9.0966 -3.7485 3.0170
O -8.7181 -5.9802 2.9413
C -10.7101 -5.0728 1.6582
F -10.6893 -6.1234 0.7535
F -11.5497 -5.2537 2.6351
F -11.2540 -4.0398 0.9938
C -8.9721 -2.5056 2.3775
C -9.0008 -1.5226 3.5938
H -9.0796 -0.4693 3.3248
H -9.9100 -1.6823 4.1735
H -8.0582 -1.4939 4.1405
H -9.7711 -2.1196 1.7445
H -8.0421 -2.3210 1.8399
H -8.5953 -4.7317 1.4010
*
```

The energy above the lowest of the compared OMol25 structures with the same formula, charge and spin comes out at 226.6 kcal/mol. As for the total energy: -7144.59542 Eh. The HOMO-LUMO gap comes out at 1.48 eV. As for the HOMO energy: -3.9 eV.